[1]
An isolated molecule of C4H7NO2, computed with wB97M-V/def2-TZVPD.

The value obtained for the HOMO energy is -8.49 eV. Its SMILES is C=C(N)O[C@H]1CO1.

```
! wB97M-V def2-TZVPD RIJCOSX def2/J DEFGRID3
* xyz 0 1
N -1.756 -0.483 0.859
C -1.212 0.447 -0.015
O 0.011 0.913 0.442
C -1.747 0.923 -1.140
C 1.071 0.211 -0.102
C 2.236 -0.012 0.737
O 1.315 -1.068 0.430
H -1.050 -1.048 1.316
H -2.501 -1.038 0.462
H -1.253 1.721 -1.680
H -2.695 0.551 -1.513
H 1.131 0.277 -1.189
H 2.203 0.341 1.766
H 3.224 -0.115 0.292
*
```



[2]
An isolated molecule of C4H7NO2, computed with wB97M-V/def2-TZVPD.

The value obtained for the HOMO energy is -10.00 eV. Its SMILES is C[C@@H](C=O)C(N)=O.

```
! wB97M-V def2-TZVPD RIJCOSX def2/J DEFGRID3
* xyz 0 1
C -0.934 -1.098 0.614
C -0.385 0.049 -0.236
C -1.173 1.331 0.004
O -2.288 1.348 0.459
C 1.073 0.324 0.101
O 1.377 0.923 1.118
N 1.995 -0.131 -0.791
H -0.765 -0.882 1.672
H -2.010 -1.198 0.453
H -0.446 -2.045 0.365
H -0.495 -0.188 -1.306
H -0.663 2.269 -0.296
H 1.743 -0.675 -1.599
H 2.971 -0.027 -0.558
*
```



[3]
An isolated molecule of C4H7NO2, computed with wB97M-V/def2-TZVPD.

The value obtained for the HOMO energy is -10.05 eV. Its SMILES is NC(=O)C[C@H]1CO1.

```
! wB97M-V def2-TZVPD RIJCOSX def2/J DEFGRID3
* xyz 0 1
N -1.684 -1.726 0.529
C -1.054 -0.726 -0.150
O -1.180 -0.561 -1.350
C -0.184 0.196 0.702
C 1.173 0.405 0.069
C 1.330 1.334 -1.044
O 1.774 1.677 0.265
H -2.292 -2.346 0.015
H -1.576 -1.853 1.522
H -0.074 -0.176 1.727
H -0.684 1.170 0.756
H 1.870 -0.435 0.142
H 0.458 1.876 -1.411
H 2.123 1.167 -1.770
*
```



[4]
A structure of composition C4H7NO2, computed with wB97M-V/def2-TZVPD.

The value obtained for the HOMO energy (spin up / spin down) is -8.18 / -8.18 eV.

```
! wB97M-V def2-TZVPD RIJCOSX def2/J DEFGRID3
* xyz 0 1
C -1.104 -1.101 0.874
C -0.396 -0.305 -0.166
C -0.748 1.518 0.039
O -1.743 0.974 -0.526
C 1.044 -0.032 0.158
O 1.593 -0.124 1.235
N 1.857 0.252 -0.893
H -1.012 -0.606 1.842
H -2.153 -1.252 0.610
H -0.603 -2.076 0.931
H -0.531 -0.744 -1.173
H -0.346 2.433 -0.518
H 1.352 0.475 -1.733
H 2.790 0.589 -0.681
*
```



[5]
An isolated molecule of C4H7NO2, computed with wB97M-V/def2-TZVPD.

The value obtained for the HOMO energy is -9.80 eV. Its SMILES is C[C@@]1(C(N)=O)CO1.

```
! wB97M-V def2-TZVPD RIJCOSX def2/J DEFGRID3
* xyz 0 1
C 1.073 -1.279 0.032
C 0.326 0.020 -0.093
C 0.932 1.284 -0.520
O 0.122 0.522 -1.412
C -0.889 0.068 0.811
O -0.799 -0.104 2.015
N -2.048 0.246 0.140
H 1.921 -1.303 -0.655
H 1.417 -1.411 1.060
H 0.401 -2.114 -0.210
H 0.498 2.230 -0.190
H 1.992 1.315 -0.769
H -2.911 0.175 0.654
H -2.036 0.349 -0.863
*
```



[6]
An isolated molecule of C4H7NO2, computed with wB97M-V/def2-TZVPD.

The value obtained for the HOMO energy is -9.37 eV. Its SMILES is CO[C@@H]1CC=NO1.

```
! wB97M-V def2-TZVPD RIJCOSX def2/J DEFGRID3
* xyz 0 1
C -0.443 1.408 -1.294
C 1.085 -0.108 -0.095
C 0.035 -1.138 0.106
C -0.541 -0.975 1.466
H -0.627 2.097 -2.059
H -0.553 2.183 -0.521
H -1.367 0.804 -1.071
H 2.171 -0.515 -0.230
H -0.707 -1.143 -0.759
H 0.429 -2.092 0.163
H -1.447 -1.566 2.017
N 0.127 -0.084 2.177
O 0.828 0.697 -1.162
O 1.010 0.432 1.263
*
```



[7]
A cluster of 3 separate species, C4H7NO2 in total, computed with wB97M-V/def2-TZVPD.

The value obtained for the HOMO energy is -9.15 eV.

```
! wB97M-V def2-TZVPD RIJCOSX def2/J DEFGRID3
* xyz 0 1
C -1.389 -0.736 -0.528
C -0.327 0.100 -0.209
N -0.543 1.155 0.617
O -1.745 1.305 0.969
C 1.091 -0.259 -0.495
C 2.203 0.594 -0.070
O 1.925 -0.625 0.598
H -2.355 -0.305 -0.771
H -1.194 -1.740 -0.898
H -2.071 -0.871 0.983
H -2.199 -0.091 1.303
H 1.228 -0.879 -1.382
H 3.112 0.606 -0.672
H 1.991 1.493 0.505
*
```



[8]
An isolated molecule of C4H7NO2, computed with wB97M-V/def2-TZVPD.

The value obtained for the HOMO energy is -9.82 eV. Its SMILES is O=CCCNC=O.

```
! wB97M-V def2-TZVPD RIJCOSX def2/J DEFGRID3
* xyz 0 1
O -1.054 2.233 -1.959
C -1.362 1.289 -1.270
N -0.778 1.041 -0.058
C -0.661 -0.232 0.590
C 0.517 -1.055 0.080
C 1.828 -0.688 0.727
O 1.923 0.068 1.664
H -2.112 0.523 -1.534
H -0.136 1.782 0.188
H -0.444 -0.066 1.643
H -1.577 -0.818 0.570
H 0.435 -2.141 0.104
H 0.661 -0.894 -0.988
H 2.758 -1.042 0.244
*
```



What are the energy relative to the best compared isomer or geometry (same formula, charge and spin) values for these records? In order: 62.2; 10.7; 31.8; 122.7; 26.7; 109.2; 161.6; 25.1 kcal per mole.